1.
The molecule C5H12BNS. Source: the Open Molecules 2025 dataset; level of theory: ωB97M-V/def2-TZVPD.

Geometry as XYZ:
```
20
Properties=species:S:1:pos:R:3:lowdin_charge:R:1
C -0.7964 -1.8215 -1.4999 -0.152
N -0.3410 -0.5105 -1.2187 -0.190
C -0.8058 0.4566 -2.2296 -0.065
B -0.0645 -0.2195 0.1661 -0.674
C 0.6180 1.0427 0.8502 -0.203
C 1.1895 0.6238 2.1488 -0.302
C 0.1664 -0.4416 2.7333 -0.487
S 0.0301 -1.5650 1.3706 0.973
H -0.3968 -2.4922 -0.6883 0.029
H -1.8707 -1.9465 -1.6939 0.094
H -0.1895 -2.0927 -2.4622 0.120
H -0.6891 -0.0162 -3.2461 0.099
H -1.8193 0.8475 -2.0701 0.092
H -0.1707 1.2967 -2.3232 0.063
H 1.3733 1.6098 0.2494 0.116
H -0.1498 1.8601 0.9345 0.119
H 2.3158 0.3066 2.1111 0.147
H 1.1556 1.4773 2.8047 0.088
H 0.4383 -0.9491 3.6332 0.058
H -0.6770 0.1393 3.0677 0.077
```

The molar mass is 129.037 u. For the HOMO energy, the calculation gives -8.46 eV. The value obtained for the orbital gap is 9.101 eV. The value obtained for the LUMO energy is 0.6442 eV. For the calculated total energy, the calculation gives -675.52560 a.u. The maximum force is 3.46 eV Å⁻¹. The spin multiplicity is 1. The charge is 0.

***

2.
A structure of composition C5H12BrN2. Source: the Open Molecules 2025 dataset; level of theory: ωB97M-V/def2-TZVPD.

Geometry as XYZ:
```
20
Properties=species:S:1:pos:R:3:lowdin_charge:R:1
C 0.8474 -1.7113 -0.1883 0.079
C 0.3516 2.1533 0.2689 0.104
C -1.2015 0.3611 -0.0601 -0.495
C -1.6262 -0.4125 1.1146 -0.020
C -2.0278 0.1676 -1.2768 -0.009
N -0.7277 1.5632 0.1292 0.070
N 0.2969 -0.6729 -0.6077 0.095
Br 4.3007 0.1029 0.1324 0.306
H 0.2018 -2.2356 0.4902 0.092
H 1.7242 -2.2082 -0.5684 0.107
H 0.3532 3.1484 0.5242 0.079
H 1.2355 1.4659 0.0769 0.093
H -0.6867 -0.3258 1.7184 0.114
H -1.9354 -1.4491 0.7611 0.128
H -2.4359 -0.0667 1.7680 0.115
H -2.2161 1.1651 -1.8693 0.140
H -3.0715 0.0940 -0.8107 0.127
H -1.7952 -0.6004 -1.9303 0.061
H 5.6541 0.4950 0.2620 -0.267
H 0.7174 -0.1810 -1.3028 0.082
```

The molar mass is 180.069 u. For the HOMO energy, the calculation gives -14.14 eV. The value obtained for the orbital gap is 10.375 eV. The value obtained for the LUMO energy is -3.7656 eV. For the calculated total energy, the calculation gives -2880.88151 a.u. The maximum force is 5.78 eV Å⁻¹. The spin multiplicity is 1. The charge is +1.

***

3.
A structure of composition C5H12CeClCoO2. Source: the Open Molecules 2025 dataset; level of theory: ωB97M-V/def2-TZVPD.

Geometry as XYZ:
```
22
Properties=species:S:1:pos:R:3:lowdin_charge:R:1
Ce 0.6571 -0.3289 -1.5430 0.451
Cl 1.1415 -1.9003 0.5509 0.113
C 2.5411 0.9892 -1.8861 -0.376
C -0.6350 -1.5014 -3.0775 -0.375
H 2.5298 1.3809 -2.9178 -0.051
H 2.6040 1.8127 -1.1513 -0.028
H 3.3828 0.2833 -1.7496 -0.045
H -0.5559 -1.0176 -4.0615 -0.053
H -1.6849 -1.5634 -2.7511 -0.031
H -0.1747 -2.5041 -3.0992 -0.049
Co -0.3248 -0.2621 1.0023 0.166
C -1.6162 -1.3956 2.1125 -0.273
C -0.8663 1.0396 -0.5327 -0.439
H -2.6391 -1.0191 1.9414 -0.049
H -1.5533 -2.4768 1.9130 -0.067
H -1.3291 -1.1952 3.1616 -0.046
H -1.9597 0.7832 -0.4689 -0.055
H -0.6664 2.0193 -0.0316 -0.056
O -0.0960 2.6099 3.9433 -0.101
C 0.2989 1.7260 3.1654 -0.536
O -0.4160 1.1394 2.2661 -0.210
H 1.3621 1.3809 3.2136 0.108
```

The molar mass is 338.651 u. For the HOMO energy (spin up / spin down), the calculation gives 0.40 / -0.13 eV. The value obtained for the orbital gap (spin up / spin down) is 4.540 / 4.951 eV. The value obtained for the LUMO energy (spin up / spin down) is 4.9359 / 4.8252 eV. For the calculated total energy, the calculation gives -2666.11705 a.u. The maximum force is 3.08 eV Å⁻¹. The spin multiplicity is 5. The charge is -2.

***

ΔE to the lowest compared entry with this formula, charge and spin, respectively: 132.9; 347.9; 0.0 kJ/mol.